# 1
Below is an isolated molecule of C4H5N3S, with properties calculated with wB97M-V/def2-TZVPD.

```
! wB97M-V def2-TZVPD RIJCOSX def2/J DEFGRID3
* xyz 0 1
C 2.194 -0.387 -0.887
C -0.614 0.919 0.777
C -1.461 -0.381 0.795
C -1.689 -1.003 -0.579
H 2.585 -1.261 -1.398
H 2.755 0.522 -1.065
H 1.251 1.642 0.078
H -2.498 -0.170 1.123
H -0.921 -1.090 1.482
N 1.068 -0.401 -0.299
N 0.585 0.821 0.131
N -2.033 -1.561 -1.534
S -1.221 2.351 1.376
*
```

Summary:
- SMILES string: C=NNC(=S)CC#N
- E_LUMO: -0.26 eV
- HOMO level: -9.05 eV
- Orbital gap: 8.79 eV



# 2
Below is a cluster of 12 separate species, C42H105BN7O22 in total, with properties calculated with wB97M-V/def2-TZVPD.

```
! wB97M-V def2-TZVPD RIJCOSX def2/J DEFGRID3
* xyz -1 1
O 1.102 2.064 1.234
C 0.664 1.186 0.551
O 1.391 0.278 -0.088
B 0.529 -0.541 -0.947
O -0.833 -0.215 -0.513
C -0.829 0.875 0.221
O -1.775 1.488 0.618
O 0.812 -1.971 -0.876
C 1.244 -2.447 -2.027
O 1.528 -3.575 -2.285
C 1.172 -1.268 -3.043
O 0.726 -0.219 -2.384
O 1.430 -1.364 -4.200
C -1.843 -0.055 -4.647
O -1.798 -1.466 -4.762
H -1.500 0.353 -3.691
H -1.080 0.374 -5.323
H -2.783 0.356 -4.999
H -0.878 -1.729 -4.644
C -2.070 2.510 4.246
O -1.317 2.038 5.370
H -1.871 1.904 3.361
H -3.139 2.627 4.444
H -1.702 3.518 4.038
H -1.409 1.080 5.372
C 4.950 -0.158 -0.398
O 5.448 -1.446 -0.112
H 4.814 0.421 0.528
H 5.668 0.403 -0.994
H 3.968 -0.181 -0.876
H 5.078 -1.728 0.734
C 4.085 -2.288 -5.109
O 5.482 -2.630 -5.096
H 4.035 -1.251 -5.438
H 3.515 -2.882 -5.823
H 3.709 -2.329 -4.092
H 5.572 -3.557 -4.853
C -1.168 4.640 0.710
O -1.425 5.982 0.385
C -0.625 6.827 1.189
C 0.862 6.666 0.896
N 1.683 7.689 1.535
C 1.794 7.624 2.986
C 2.448 6.369 3.475
O 1.508 5.337 3.519
C 2.016 4.059 3.873
H -1.479 4.354 1.724
H -0.130 4.374 0.513
H -1.815 4.016 0.087
H -0.800 6.588 2.248
H -0.935 7.864 1.028
H 1.017 6.741 -0.183
H 1.181 5.695 1.259
H 1.589 8.605 1.133
H 0.817 7.738 3.478
H 2.397 8.483 3.295
H 2.916 6.587 4.451
H 3.295 6.118 2.812
H 2.734 3.713 3.116
H 1.168 3.382 3.827
H 2.490 4.079 4.858
C -3.180 -2.386 1.228
O -3.757 -1.584 2.240
C -4.816 -2.252 2.884
C -5.383 -1.375 4.006
N -4.953 -1.791 5.359
C -3.700 -1.133 5.750
C -3.034 -1.840 6.917
O -2.200 -2.868 6.439
C -1.466 -3.420 7.518
H -2.333 -1.826 0.836
H -3.902 -2.532 0.416
H -2.819 -3.354 1.592
H -4.476 -3.214 3.293
H -5.617 -2.453 2.154
H -6.472 -1.396 3.965
H -5.027 -0.355 3.859
H -4.724 -2.778 5.287
H -3.819 -0.056 5.878
H -3.006 -1.219 4.892
H -3.895 -2.217 7.500
H -2.498 -1.142 7.571
H -0.821 -4.218 7.146
H -2.164 -3.947 8.185
H -0.855 -2.674 8.027
C -4.561 2.096 -1.364
O -5.160 3.377 -1.497
C -6.179 3.401 -2.478
C -6.914 4.710 -2.294
N -6.053 5.870 -2.449
C -5.807 6.333 -3.795
C -6.788 7.400 -4.252
O -7.984 6.806 -4.712
C -9.004 7.751 -4.859
H -4.042 1.888 -2.306
H -5.322 1.339 -1.140
H -3.873 2.113 -0.525
H -6.860 2.552 -2.328
H -5.679 3.359 -3.458
H -7.330 4.697 -1.281
H -7.759 4.821 -2.975
H -5.246 5.807 -1.850
H -5.853 5.512 -4.533
H -4.791 6.719 -3.898
H -6.354 8.053 -5.028
H -7.000 8.062 -3.398
H -9.227 8.195 -3.882
H -9.882 7.241 -5.252
H -8.736 8.538 -5.575
C 7.243 -5.144 -1.379
C 5.726 -5.274 -1.199
C 5.361 -5.068 0.264
O 4.041 -5.455 0.553
C 3.769 -6.853 0.528
N 5.067 -4.354 -2.106
H 7.584 -4.124 -1.199
H 7.541 -5.439 -2.391
H 7.785 -5.879 -0.775
H 5.513 -6.312 -1.487
H 5.478 -4.023 0.550
H 6.064 -5.621 0.913
H 3.210 -7.122 -0.363
H 3.175 -7.032 1.424
H 4.702 -7.420 0.593
H 5.532 -3.461 -2.191
H 4.094 -4.204 -1.868
C 3.668 -2.042 3.620
C 2.525 -2.528 2.764
C 1.345 -1.596 2.815
O 0.844 -1.586 4.126
C -0.258 -0.729 4.221
N 3.029 -2.704 1.394
H 3.394 -1.961 4.675
H 4.036 -1.068 3.286
H 4.509 -2.738 3.550
H 2.189 -3.485 3.194
H 0.576 -1.781 2.047
H 1.689 -0.571 2.573
H 0.062 0.320 4.138
H -0.838 -0.897 5.124
H -0.889 -0.880 3.330
H 3.461 -3.615 1.285
H 2.238 -2.673 0.760
C 0.740 -10.661 -5.308
C 0.212 -9.808 -4.162
C 1.182 -8.721 -3.797
O 0.755 -8.141 -2.583
C 1.349 -6.883 -2.327
N -1.058 -9.186 -4.574
H -0.070 -11.331 -5.606
H 1.616 -11.247 -5.036
H 0.959 -10.015 -6.158
H 0.103 -10.402 -3.245
H 1.395 -7.963 -4.558
H 2.154 -9.217 -3.605
H 1.212 -6.683 -1.268
H 0.864 -6.104 -2.924
H 2.421 -6.825 -2.558
H -1.313 -8.467 -3.906
H -1.791 -9.886 -4.568
C 0.791 3.389 -1.880
C 2.296 3.193 -1.780
C 2.910 4.170 -0.805
O 3.064 5.440 -1.397
C 3.984 6.237 -0.701
N 2.567 1.801 -1.392
H 0.563 4.420 -2.182
H 0.280 3.233 -0.925
H 0.306 2.775 -2.641
H 2.679 3.365 -2.790
H 3.910 3.767 -0.552
H 2.367 4.225 0.148
H 3.898 6.113 0.385
H 3.786 7.297 -0.876
H 5.021 6.042 -1.009
H 3.310 1.739 -0.708
H 1.751 1.342 -1.005
*
```

Summary:
- E_LUMO: 2.23 eV
- HOMO level: -6.35 eV
- Orbital gap: 8.58 eV



# 3
Below is a cluster of 17 separate species, H34O17 in total, with properties calculated with wB97M-V/def2-TZVPD.

```
! wB97M-V def2-TZVPD RIJCOSX def2/J DEFGRID3
* xyz 0 1
O -2.375 0.570 1.383
H -2.823 0.917 2.178
H -2.849 0.864 0.663
O -0.332 -0.457 -3.483
H 0.515 -0.050 -3.167
H -1.035 -0.157 -2.908
O 2.992 -0.097 2.238
H 2.019 0.106 2.315
H 3.239 0.663 1.746
O 0.456 0.058 2.842
H -0.069 -0.640 2.429
H 0.239 -0.264 3.722
O 1.942 -2.745 -2.257
H 1.214 -2.353 -1.820
H 2.383 -1.991 -2.617
O -0.943 2.556 3.085
H -0.553 1.885 2.542
H -0.855 2.160 3.968
O -3.379 -1.588 -0.199
H -2.815 -1.472 0.559
H -3.771 -2.407 0.108
O 1.746 -1.813 0.418
H 1.293 -2.474 0.962
H 2.136 -1.343 1.142
O -0.874 3.125 0.184
H -1.166 2.676 1.002
H -1.207 3.991 0.089
O -0.853 -1.954 1.616
H -1.547 -1.897 2.267
H -0.824 -2.917 1.430
O -0.790 -2.489 -1.766
H -1.226 -2.039 -1.065
H -0.769 -1.678 -2.331
O 0.076 0.195 -0.367
H 0.549 -0.580 -0.075
H -0.718 0.274 0.149
O -0.790 2.700 -2.361
H -1.685 2.854 -2.712
H -0.898 2.804 -1.426
O 2.100 2.050 0.454
H 2.057 2.297 1.407
H 1.345 1.464 0.319
O -2.539 0.115 -2.087
H -2.991 -0.062 -2.892
H -2.918 -0.461 -1.432
O 1.980 0.405 -2.217
H 1.287 0.542 -1.554
H 2.750 0.212 -1.706
O 3.896 -0.506 -0.596
H 3.250 -1.128 -0.280
H 4.134 0.079 0.102
*
```

Summary:
- E_LUMO: -1.36 eV
- HOMO level: -9.54 eV
- Orbital gap: 8.18 eV



# 4
Below is a cluster of 8 separate species, C20H58N2O14 in total, with properties calculated with wB97M-V/def2-TZVPD.

```
! wB97M-V def2-TZVPD RIJCOSX def2/J DEFGRID3
* xyz 1 2
C -4.065 3.741 0.714
C -4.510 4.937 -0.178
O -3.875 6.187 0.124
O -4.780 3.673 1.918
H -2.989 3.838 0.858
H -4.137 2.857 0.080
H -5.599 4.942 -0.205
H -4.279 4.671 -1.210
H -4.362 6.507 0.887
H -4.803 4.492 2.419
C 2.051 0.870 5.217
C 1.213 0.454 4.036
O -0.084 0.484 4.460
O 3.345 0.304 5.058
H 1.707 0.541 6.197
H 2.169 1.951 5.291
H 1.496 -0.583 3.854
H 1.296 0.916 3.052
H -0.643 0.281 3.707
H 4.051 0.954 5.004
C -3.439 -0.490 3.909
C -3.710 0.861 3.253
O -4.981 1.360 3.743
O -2.426 -1.122 3.210
H -4.343 -1.095 3.977
H -3.114 -0.227 4.916
H -3.828 0.648 2.191
H -2.913 1.580 3.444
H -5.112 2.185 3.269
H -2.401 -2.045 3.473
C 4.142 -2.083 0.930
C 3.228 -1.968 2.177
O 3.937 -1.743 3.355
O 4.966 -3.169 1.259
H 4.710 -1.153 0.938
H 3.591 -2.227 0.001
H 2.585 -2.821 2.396
H 2.694 -1.049 1.939
H 3.503 -1.057 3.867
H 5.207 -3.152 2.188
C -0.250 -0.347 -0.665
C -0.802 0.895 0.068
O -0.237 2.165 -0.231
O 1.145 -0.478 -0.460
H -0.333 -0.245 -1.747
H -0.801 -1.242 -0.373
H -0.593 0.926 1.138
H -1.889 0.955 0.021
H 0.718 2.182 -0.323
H 1.562 0.322 -0.787
C -0.144 -3.637 2.750
C -0.420 -3.427 1.218
O 0.668 -3.674 0.323
O -1.443 -3.685 3.442
H 0.378 -2.732 3.062
H 0.307 -4.616 2.907
H -0.763 -2.393 1.189
H -1.307 -3.925 0.827
H 1.244 -2.906 0.291
H -1.612 -4.630 3.452
C -0.765 -2.977 -3.646
C -1.439 -3.215 -5.024
C -1.196 -2.078 -6.120
O -1.874 -0.800 -5.791
C -1.028 0.102 -5.035
N -1.057 -4.493 -5.610
H -1.300 -2.101 -3.279
H 0.315 -2.831 -3.679
H -0.869 -3.765 -2.900
H -2.524 -3.321 -5.012
H -1.639 -2.383 -7.068
H -0.108 -2.013 -6.141
H -1.132 -0.107 -3.970
H -1.534 1.067 -5.029
H -0.022 0.196 -5.442
H -0.146 -4.314 -6.007
H -0.982 -5.185 -4.878
C 2.484 0.876 -3.612
C 2.154 2.222 -3.125
C 3.063 2.465 -1.873
O 2.409 1.866 -0.800
C 2.917 2.129 0.475
N 2.503 3.295 -4.037
H 1.703 0.663 -4.342
H 2.455 0.058 -2.892
H 3.460 0.798 -4.091
H 1.102 2.286 -2.846
H 3.052 3.536 -1.671
H 4.111 2.184 -1.971
H 3.991 2.307 0.430
H 2.802 1.353 1.232
H 2.473 2.988 0.977
H 3.513 3.314 -4.066
H 2.184 3.120 -4.979
*
```

Summary:
- E_LUMO (alpha / beta): -2.74 / -9.24 eV
- HOMO level (alpha / beta): -11.29 / -11.29 eV
- <S²>: 0.76
- Orbital gap (alpha / beta): 8.54 / 2.04 eV



# 5
Below is a structure of composition C27H23ClN6O7PdS2, with properties calculated with wB97M-V/def2-TZVPD.

```
! wB97M-V def2-TZVPD RIJCOSX def2/J DEFGRID3
* xyz -2 1
Pd 1.387 -1.465 -1.103
S 0.598 -2.768 3.018
C 1.347 -1.237 2.875
C 2.166 -1.227 1.798
N 2.230 -2.409 1.085
C 1.459 -3.299 1.628
H 1.109 -0.425 3.543
H 2.741 -0.379 1.460
H 1.340 -4.304 1.245
N 3.724 1.220 -1.864
C 4.698 0.285 -1.774
O 5.888 0.578 -1.690
C 4.220 -1.130 -1.745
C 4.957 -2.095 -1.111
C 4.493 -3.418 -1.115
C 3.310 -3.702 -1.754
N 2.581 -2.800 -2.450
C 3.029 -1.507 -2.436
H 4.010 2.180 -1.940
H 2.727 1.006 -1.841
H 5.875 -1.813 -0.611
H 5.037 -4.205 -0.610
H 2.909 -4.711 -1.742
H 2.647 -0.863 -3.223
O -7.317 -2.204 1.692
S -8.067 -1.215 0.948
O -8.373 0.000 1.684
O -9.167 -1.745 0.162
C -6.910 -0.619 -0.333
N -7.407 0.275 -1.197
C -6.567 0.705 -2.126
C -5.259 0.266 -2.229
C -4.840 -0.665 -1.291
N -5.670 -1.095 -0.340
C -3.459 -1.241 -1.291
C -2.549 -0.994 -2.312
C -1.301 -1.591 -2.276
N -0.895 -2.392 -1.285
C -1.769 -2.608 -0.300
C -3.049 -2.077 -0.261
H -6.957 1.440 -2.826
H -4.608 0.644 -3.003
H -2.788 -0.345 -3.143
H -0.586 -1.419 -3.069
H -1.425 -3.245 0.507
H -3.729 -2.297 0.551
C 3.369 4.237 1.154
C 2.344 3.588 2.044
C 2.598 3.353 3.388
C 1.653 2.726 4.183
Cl 2.000 2.445 5.877
C 0.451 2.306 3.650
C 0.188 2.520 2.304
C 1.118 3.178 1.508
O 0.910 3.512 0.209
C -0.102 2.821 -0.542
C 0.375 1.409 -0.908
O 0.218 0.531 -0.028
O 0.910 1.294 -2.036
H 4.189 4.645 1.746
H 2.924 5.036 0.560
H 3.778 3.505 0.454
H 3.545 3.660 3.817
H -0.277 1.802 4.273
H -0.724 2.134 1.876
H -0.221 3.408 -1.447
H -1.041 2.802 0.013
*
```

Summary:
- E_LUMO: 3.75 eV
- HOMO level: -2.27 eV
- Orbital gap: 6.02 eV



# 6
Below is a structure of composition C24H37BiOP3, with properties calculated with wB97M-V/def2-TZVPD.

```
! wB97M-V def2-TZVPD RIJCOSX def2/J DEFGRID3
* xyz 1 1
Bi 1.559 -1.244 -0.572
H 0.509 -0.508 -1.687
H 1.244 0.160 -1.439
P 0.082 -2.996 -1.336
P 3.488 0.103 -0.126
C 3.514 0.841 1.536
H 4.483 1.345 1.711
H 2.699 1.570 1.639
H 3.370 0.055 2.292
C 4.965 -0.956 -0.177
H 5.070 -1.394 -1.179
H 5.861 -0.354 0.065
H 4.861 -1.773 0.550
C 3.884 1.480 -1.244
H 3.095 2.246 -1.196
H 4.851 1.937 -0.952
H 3.955 1.112 -2.279
C 1.031 -4.549 -1.397
H 0.370 -5.370 -1.735
H 1.876 -4.443 -2.092
H 1.429 -4.783 -0.399
C -1.314 -3.356 -0.241
H -1.999 -2.495 -0.208
H -1.863 -4.245 -0.608
H -0.954 -3.546 0.779
C -0.645 -2.852 -2.991
H 0.147 -2.695 -3.739
H -1.202 -3.779 -3.238
H -1.337 -1.998 -3.028
H 2.434 -1.653 -2.039
H 2.302 -2.353 0.196
O 0.773 0.534 0.564
P -0.723 0.947 0.675
C -1.383 1.046 -1.033
C -0.785 1.935 -1.954
C -1.273 2.041 -3.252
C -2.361 1.273 -3.653
C -2.962 0.395 -2.756
C -2.479 0.278 -1.456
C -1.545 -0.254 1.792
C -2.922 -0.149 2.058
C -3.552 -1.030 2.932
C -2.819 -2.035 3.558
C -1.453 -2.155 3.306
C -0.821 -1.275 2.437
C -0.842 2.659 1.344
C 0.266 3.414 1.752
C 0.130 4.710 2.240
C -1.131 5.293 2.322
C -2.251 4.572 1.910
C -2.107 3.273 1.427
H 0.068 2.541 -1.642
H -0.800 2.732 -3.952
H -2.743 1.361 -4.672
H -3.818 -0.206 -3.070
H -2.960 -0.408 -0.760
H -3.513 0.631 1.578
H -4.621 -0.930 3.127
H -3.313 -2.722 4.244
H -0.879 -2.942 3.801
H 0.253 -1.379 2.256
H 1.268 2.996 1.691
H 1.010 5.273 2.556
H -1.241 6.308 2.699
H -3.239 5.029 1.963
H -2.996 2.736 1.099
*
```

Summary:
- E_LUMO: -2.51 eV
- HOMO level: -7.64 eV
- Orbital gap: 5.13 eV